Record 1
Computed, not measured: a molecular structure, C39H36N3S6SbSiTc, with ωB97M-V/def2-TZVPD.

Summary:
**Gap between HOMO and LUMO (alpha / beta)**: 3.9710 / 3.9767 eV
**HOMO (alpha / beta)**: -14.8 / -14.8 eV
**LUMO (alpha / beta)**: -10.85 / -10.84 eV

Geometry as ORCA input:
```
! RIJCOSX wB97M-V def2-TZVPD def2/J DEFGRID3
* xyz 3 1
Tc 0.238 0.168 0.189
S -1.425 3.950 6.011
C -1.335 3.018 7.432
C -1.172 1.690 7.169
C -1.116 1.430 5.778
C -1.239 2.567 5.019
C -1.252 2.663 3.560
C -0.654 1.641 2.799
N -0.655 1.605 1.475
C -1.254 2.625 0.814
C -1.836 3.712 1.468
C -2.437 4.752 0.673
C -2.457 4.673 -0.672
C -1.875 3.545 -1.356
C -1.884 3.394 -2.744
C -1.325 2.276 -3.343
C -0.741 1.322 -2.497
N -0.702 1.443 -1.166
C -1.274 2.543 -0.599
C -1.321 2.085 -4.795
C -0.887 0.994 -5.501
C -1.026 1.152 -6.901
C -1.559 2.364 -7.227
S -1.894 3.307 -5.852
C -1.821 3.715 2.867
H -1.408 3.499 8.394
H -1.112 0.933 7.935
H -1.034 0.431 5.370
H -0.151 0.835 3.309
H -2.879 5.600 1.180
H -2.915 5.455 -1.263
H -2.347 4.164 -3.350
H -0.307 0.421 -2.907
H -0.509 0.092 -5.042
H -0.752 0.409 -7.635
H -1.775 2.752 -8.209
H -2.281 4.539 3.401
C 1.800 0.433 1.381
Si 1.700 -1.365 2.107
C -0.167 -1.759 2.192
N -0.979 -1.296 1.011
C -1.057 -2.367 -0.070
C -2.398 -3.088 -0.145
C -2.935 -3.403 1.242
C -3.134 -2.098 2.027
C -2.376 -0.920 1.415
C 2.500 -1.369 3.756
C 3.618 -2.182 3.972
C 4.265 -2.176 5.200
C 3.807 -1.356 6.219
C 2.702 -0.536 6.018
C 2.056 -0.541 4.795
C 2.571 -2.586 0.954
C 2.319 -3.998 1.109
C 3.057 -4.932 0.470
C 4.081 -4.572 -0.499
C 4.328 -3.118 -0.720
C 3.572 -2.173 0.116
H 2.746 0.547 0.844
H 1.759 1.172 2.180
H -0.561 -1.266 3.083
H -0.332 -2.830 2.339
H -0.243 -3.069 0.124
H -0.848 -1.893 -1.029
H -2.245 -3.995 -0.732
H -3.121 -2.483 -0.697
H -2.242 -4.068 1.765
H -3.874 -3.946 1.165
H -2.837 -2.225 3.069
H -4.187 -1.814 2.047
H -2.317 -0.106 2.130
H -2.865 -0.539 0.517
H 3.994 -2.829 3.188
H 5.126 -2.810 5.360
H 4.316 -1.349 7.173
H 2.351 0.108 6.813
H 1.208 0.121 4.666
H 1.586 -4.328 1.837
H 2.921 -5.984 0.688
H 4.890 -5.269 -0.671
H 5.322 -2.826 -1.030
H 3.949 -1.158 0.164
S 3.425 -3.935 -2.119
Sb 1.048 -3.025 -4.261
S 1.675 -0.728 -1.371
S -0.889 -2.674 -3.373
S 2.430 -1.032 -3.095
*
```

These are the Mulliken partial charges, in e, on atoms 1 to 4: Tc -1.3509; S -0.1332; C -0.3548; C -0.9071

=====

Record 2
Computed, not measured: a molecular structure, C39H36N4O2PSn, with ωB97M-V/def2-TZVPD.

Summary:
**Gap between HOMO and LUMO**: 7.3938 eV
**HOMO**: -16.7 eV
**LUMO**: -9.34 eV

Geometry as ORCA input:
```
! RIJCOSX wB97M-V def2-TZVPD def2/J DEFGRID3
* xyz 3 1
Sn -0.503 0.040 0.268
C -1.001 5.511 -1.318
C 0.092 4.628 -1.850
C 1.049 5.169 -2.707
C 2.054 4.393 -3.258
C 2.134 3.033 -2.976
C 1.208 2.468 -2.125
C 0.198 3.257 -1.560
P -0.942 2.504 -0.421
C -1.046 3.423 1.118
C 0.211 3.875 1.551
C 0.327 4.701 2.647
C -0.824 5.076 3.334
C -2.065 4.651 2.897
C -2.221 3.841 1.769
C -3.624 3.517 1.337
C -2.459 1.965 -1.230
C -2.789 2.571 -2.447
C -3.805 2.043 -3.227
C -4.448 0.886 -2.811
C -4.102 0.260 -1.617
C -3.129 0.799 -0.792
C -2.677 0.110 0.479
H -1.291 6.239 -2.075
H -0.662 6.066 -0.440
H -1.902 4.960 -1.041
H 0.990 6.221 -2.954
H 2.780 4.850 -3.917
H 2.919 2.430 -3.410
H 1.276 1.412 -1.881
H 1.100 3.607 0.988
H 1.296 5.067 2.956
H -0.753 5.730 4.193
H -2.954 4.986 3.416
H -4.034 2.685 1.916
H -3.713 3.270 0.285
H -4.268 4.374 1.530
H -2.257 3.456 -2.772
H -4.091 2.529 -4.150
H -5.230 0.459 -3.424
H -4.616 -0.644 -1.317
H -3.248 -0.793 0.682
H -2.802 0.800 1.318
O 3.000 -5.985 -0.479
C 3.005 -5.385 0.785
C 2.234 -4.105 0.706
C 2.070 -3.278 1.816
C 1.349 -2.119 1.691
N 0.779 -1.730 0.530
C 0.939 -2.518 -0.558
C 1.651 -3.700 -0.488
C 0.326 -2.059 -1.824
C 0.523 -2.733 -3.014
C -0.038 -2.248 -4.190
C 0.157 -2.969 -5.488
O 0.958 -4.095 -5.257
C -0.778 -1.072 -4.114
C -0.937 -0.448 -2.900
N -0.412 -0.935 -1.759
H 3.515 -6.799 -0.467
H 4.019 -5.152 1.135
H 2.535 -6.019 1.549
H 2.498 -3.533 2.776
H 1.214 -1.477 2.541
H 1.767 -4.336 -1.350
H 1.116 -3.632 -3.067
H 0.610 -2.274 -6.206
H -0.834 -3.240 -5.876
H 1.185 -4.522 -6.091
H -1.234 -0.636 -4.993
H -1.505 0.466 -2.830
N 0.487 1.384 7.695
C 0.374 1.144 6.578
C 0.221 0.862 5.183
C -0.912 0.195 4.716
C -1.028 -0.039 3.364
N -0.095 0.360 2.482
C 1.000 0.991 2.936
C 1.202 1.252 4.273
H -1.684 -0.137 5.395
H -1.883 -0.568 2.965
H 1.745 1.276 2.202
H 2.100 1.754 4.603
*
```

These are the Mulliken partial charges, in e, on atoms 1 to 4: Sn 1.4430; C -1.7601; C 1.1919; C -0.7871

=====

Record 3
Computed, not measured: a molecular structure, C39H37AuF10Ge2N3 in a non-equilibrium geometry, with ωB97M-V/def2-TZVPD.

Summary:
**Gap between HOMO and LUMO (alpha / beta)**: 5.3525 / 4.3921 eV
**HOMO (alpha / beta)**: -6.9 / -6.9 eV
**⟨S²⟩**: 0.798
**LUMO (alpha / beta)**: -1.60 / -2.51 eV

Geometry as ORCA input:
```
! RIJCOSX wB97M-V def2-TZVPD def2/J DEFGRID3
* xyz 0 2
Au 0.262 0.342 -0.392
C 2.546 -0.464 1.741
N 1.528 -1.198 1.008
C 2.130 -2.221 0.168
C 1.312 -2.644 -1.062
N 0.949 -1.515 -1.845
C 0.684 -1.579 -3.134
C 0.718 -2.735 -3.981
F 0.930 -3.959 -3.451
C 0.577 -2.670 -5.354
F 0.667 -3.792 -6.080
C 0.345 -1.456 -5.996
F 0.222 -1.391 -7.325
C 0.241 -0.308 -5.212
F 0.020 0.877 -5.790
C 0.387 -0.375 -3.844
F 0.265 0.775 -3.165
C 0.484 -1.656 1.910
C -0.825 -2.068 1.239
N -1.292 -1.099 0.288
C -2.447 -1.290 -0.338
C -3.386 -2.342 -0.116
F -3.109 -3.337 0.753
C -4.615 -2.410 -0.744
F -5.456 -3.402 -0.430
C -4.989 -1.467 -1.698
F -6.175 -1.536 -2.311
C -4.084 -0.448 -1.994
F -4.384 0.458 -2.932
C -2.880 -0.362 -1.328
F -2.065 0.661 -1.656
H 3.110 -1.122 2.411
H 3.235 0.005 1.042
H 2.079 0.319 2.339
H 3.078 -1.821 -0.200
H 2.351 -3.125 0.759
H 1.947 -3.347 -1.613
H 0.421 -3.206 -0.755
H 0.823 -2.503 2.530
H 0.259 -0.814 2.570
H -0.706 -3.060 0.777
H -1.547 -2.190 2.056
C 2.749 3.971 -2.788
Ge 1.180 3.460 -1.637
C -0.457 3.665 -2.738
C 1.071 4.798 -0.161
C 1.760 1.699 -0.933
H 2.608 4.973 -3.181
H 2.832 3.278 -3.620
H 3.678 3.946 -2.226
H -0.741 4.713 -2.780
H -1.278 3.100 -2.314
H -0.285 3.315 -3.750
H 0.721 5.738 -0.576
H 2.040 4.984 0.291
H 0.367 4.507 0.615
H 2.420 1.856 -0.083
H 2.329 1.185 -1.701
C 3.140 3.414 4.744
C 2.022 3.024 5.463
C 0.880 2.596 4.806
C 0.843 2.546 3.419
C 1.974 2.937 2.710
C 3.110 3.381 3.360
Ge -0.697 1.714 2.404
C -1.921 3.103 1.651
C -1.894 4.431 2.046
C -2.767 5.340 1.472
C -3.642 4.936 0.477
C -3.683 3.608 0.087
C -2.831 2.700 0.684
C -1.804 0.781 3.787
C -1.220 -0.018 4.767
C -1.994 -0.675 5.705
C -3.375 -0.584 5.649
C -3.971 0.181 4.661
C -3.192 0.862 3.746
H 4.033 3.735 5.261
H 2.047 3.029 6.544
H 0.002 2.323 5.377
H 1.954 2.898 1.632
H 3.976 3.678 2.785
H -1.191 4.752 2.804
H -2.761 6.367 1.805
H -4.301 5.653 0.011
H -4.371 3.287 -0.683
H -2.864 1.656 0.407
H -0.142 -0.120 4.816
H -1.517 -1.263 6.475
H -3.987 -1.118 6.359
H -5.049 0.247 4.606
H -3.671 1.473 2.991
*
```

These are the Mulliken partial charges, in e, on atoms 1 to 4: Au 2.0869; C -0.9848; N 0.8086; C -1.1451

=====

Record 4
Computed, not measured: a molecular structure, C39H37CsN4P2, with ωB97M-V/def2-TZVPD.

Summary:
**Gap between HOMO and LUMO**: 6.3281 eV
**HOMO**: -6.1 eV
**LUMO**: 0.19 eV

Geometry as ORCA input:
```
! RIJCOSX wB97M-V def2-TZVPD def2/J DEFGRID3
* xyz 0 1
Cs -1.442 0.936 -0.844
N 0.392 -1.809 2.452
P -0.751 -0.562 2.863
C -1.125 -1.132 4.582
C -1.278 -2.478 4.907
C -1.564 -2.870 6.206
C -1.726 -1.921 7.203
C -1.611 -0.575 6.886
C -1.318 -0.185 5.589
C 0.386 0.791 3.356
C 0.014 2.101 3.072
C 0.819 3.161 3.470
C 1.997 2.910 4.156
C 2.367 1.602 4.450
C 1.564 0.548 4.056
P 1.057 -1.973 0.827
C 1.933 -3.562 1.108
C 2.066 -4.442 0.038
C 2.746 -5.643 0.190
C 3.294 -5.979 1.418
C 3.152 -5.114 2.497
C 2.476 -3.914 2.345
C 2.423 -0.751 0.944
C 3.762 -1.069 1.149
C 4.718 -0.062 1.192
C 4.346 1.266 1.038
C 3.014 1.589 0.823
C 2.068 0.582 0.755
H -0.091 -2.693 2.608
H -1.181 -3.248 4.150
H -1.656 -3.924 6.437
H -1.946 -2.228 8.217
H -1.735 0.174 7.657
H -1.226 0.870 5.363
H -0.916 2.289 2.545
H 0.525 4.179 3.244
H 2.626 3.734 4.470
H 3.290 1.408 4.982
H 1.846 -0.473 4.285
H 1.634 -4.181 -0.921
H 2.844 -6.320 -0.649
H 3.832 -6.911 1.536
H 3.575 -5.376 3.459
H 2.368 -3.245 3.189
H 4.067 -2.098 1.277
H 5.759 -0.320 1.337
H 5.095 2.047 1.063
H 2.714 2.620 0.689
H 1.035 0.828 0.538
N -2.261 -1.082 -3.361
C -2.398 -0.220 -4.464
C -3.501 -0.331 -5.308
C -3.651 0.514 -6.396
C -2.708 1.500 -6.638
C -1.626 1.634 -5.779
C -1.445 0.783 -4.696
C -0.250 0.948 -3.820
C 0.683 -0.094 -3.781
C 1.849 0.042 -3.041
C 2.088 1.242 -2.388
C 1.147 2.267 -2.450
C -0.080 2.179 -3.138
H -2.775 -1.942 -3.462
H -1.292 -1.251 -3.131
H -4.235 -1.108 -5.119
H -4.499 0.386 -7.057
H -2.818 2.154 -7.496
H -0.879 2.401 -5.944
H 0.536 -0.993 -4.377
H 2.576 -0.762 -3.004
H 3.017 1.376 -1.847
H 1.407 3.214 -1.974
C -5.262 3.214 -4.521
N -4.053 3.317 -3.724
C -3.034 4.276 -4.133
C -3.914 2.625 -2.621
N -3.831 2.040 -1.621
H -5.003 2.989 -5.554
H -5.821 4.154 -4.487
H -5.892 2.416 -4.136
H -2.785 4.117 -5.180
H -2.125 4.120 -3.552
H -3.403 5.299 -4.005
*
```

These are the Mulliken partial charges, in e, on atoms 1 to 4: Cs 1.2759; N -0.1203; P 0.1122; C 0.6069

=====

Record 5
Computed, not measured: a molecular structure, C39H37F3N6O4SeSiTa, with ωB97M-V/def2-TZVPD.

Summary:
**Gap between HOMO and LUMO**: 5.6816 eV
**HOMO**: -9.3 eV
**LUMO**: -3.64 eV

Geometry as ORCA input:
```
! RIJCOSX wB97M-V def2-TZVPD def2/J DEFGRID3
* xyz 1 1
Ta -0.320 -0.469 -0.292
O -3.628 2.462 0.112
C -2.918 3.630 -0.004
C -3.573 4.848 -0.140
C -2.849 6.024 -0.226
C -1.462 5.996 -0.174
C -0.814 4.783 -0.048
C -1.525 3.585 0.034
C -0.774 2.332 0.161
O -1.266 1.208 -0.388
N 0.351 2.256 0.776
N 0.801 0.947 0.692
C 1.745 0.598 1.624
C 2.000 -0.723 1.766
C 2.496 -1.386 2.940
C 2.107 -2.644 3.213
C 1.237 -3.345 2.291
C 0.929 -2.821 1.100
N 1.438 -1.544 0.676
H -4.566 2.683 0.135
H -4.657 4.868 -0.174
H -3.373 6.965 -0.334
H -0.893 6.912 -0.244
H 0.266 4.735 -0.025
H 2.143 1.368 2.273
H 3.111 -0.820 3.628
H 2.432 -3.144 4.115
H 0.850 -4.321 2.550
H 0.362 -3.352 0.340
O -5.195 -1.765 4.864
C -3.939 -1.223 5.208
C -3.085 -1.136 3.978
C -1.780 -0.670 4.055
C -1.024 -0.592 2.908
N -1.487 -0.958 1.703
C -2.750 -1.400 1.623
C -3.572 -1.502 2.733
C -3.217 -1.747 0.259
C -4.465 -2.287 0.030
C -4.877 -2.564 -1.270
C -6.253 -3.124 -1.526
O -6.492 -3.412 -2.881
C -3.993 -2.284 -2.296
C -2.751 -1.764 -1.996
N -2.344 -1.493 -0.741
H -5.755 -1.791 5.645
H -3.422 -1.843 5.949
H -4.039 -0.216 5.629
H -1.346 -0.361 4.996
H -0.008 -0.233 2.943
H -4.589 -1.849 2.655
H -5.129 -2.496 0.856
H -6.986 -2.373 -1.220
H -6.409 -3.997 -0.884
H -6.281 -4.333 -3.063
H -4.267 -2.466 -3.324
H -2.036 -1.546 -2.773
F -2.040 0.867 -7.324
C -1.862 2.174 -7.052
F -3.024 2.790 -7.322
F -0.949 2.639 -7.912
C -1.454 2.373 -5.617
C -0.149 2.675 -5.279
C 0.161 2.802 -3.931
N -0.727 2.653 -2.954
C -1.980 2.367 -3.301
C -2.396 2.217 -4.613
H 0.611 2.806 -6.036
H 1.178 3.025 -3.627
H -2.680 2.238 -2.481
H -3.427 1.989 -4.846
Se 0.402 -0.753 -2.483
C 3.537 -0.223 -1.102
Si 2.978 -1.871 -0.433
C 2.557 -3.210 -1.661
C 4.277 -2.573 0.718
C 5.242 -1.756 1.315
C 6.188 -2.270 2.188
C 6.193 -3.626 2.482
C 5.258 -4.462 1.890
C 4.317 -3.939 1.016
H 4.014 -0.395 -2.070
H 4.269 0.250 -0.449
H 2.717 0.471 -1.267
H 3.174 -3.021 -2.543
H 1.523 -3.229 -1.994
H 2.830 -4.193 -1.280
H 5.260 -0.695 1.105
H 6.923 -1.614 2.635
H 6.930 -4.032 3.162
H 5.268 -5.523 2.104
H 3.598 -4.617 0.572
*
```

These are the Mulliken partial charges, in e, on atoms 1 to 4: Ta 0.4098; O -0.3329; C 1.1995; C -0.9729

=====

Computed E_tot, in the same sequence as the records: -127097.6611, -66179.0531, -189406.3089, -66128.1146, -141100.9669 eV.
Computed energy above the lowest of the compared OMol25 structures with the same formula, charge and spin, in the same sequence as the records: 6.8, 0.0, 0.0, 0.0, 41.4 kcal/mol.